# 1
{
  "formula": "C4H28NO12S",
  "method": "ωB97M-V/def2-TZVPD",
  "spin_multiplicity": 1,
  "de_lowest_ev": 0.607,
  "max_force_ev_per_a": 4.9,
  "gap_ev": 8.760,
  "e_tot_ha": -1525.14391,
  "total_charge": -1,
  "symbols": ["C", "N", "C", "O", "O", "C", "C", "S", "H", "H", "H", "H", "H", "H", "H", "H", "H", "H", "O", "H", "H", "O", "H", "H", "O", "H", "H", "O", "H", "H", "O", "H", "H", "O", "H", "H", "O", "H", "H", "O", "H", "H", "O", "H", "H", "O"],
  "xyz": [[2.115104, -1.187794, -1.156229], [1.232511, -0.028415, -0.995930], [-0.209364, -0.242246, -1.056608], [-0.454836, -1.397772, -1.492092], [-0.898636, 0.812930, -1.175288], [2.797984, -1.578614, 0.163386], [1.894679, -2.531531, 1.021136], [0.677695, -1.691121, 2.005833], [2.812100, -0.947951, -1.980163], [1.590283, -2.052283, -1.533465], [1.593620, 0.707108, -0.395786], [3.023105, -0.766958, 0.884002], [3.642608, -2.239560, -0.070799], [2.473149, -3.122634, 1.749384], [1.637227, -3.281565, 0.286996], [-0.245736, -1.577304, 1.026187], [-3.009580, -1.300075, -0.349102], [-2.250665, -1.762128, -1.721889], [-2.954027, -1.924255, -1.073260], [-1.825488, 2.269090, 1.559454], [-1.290500, 1.586162, 0.139615], [-1.652665, 2.411626, 0.621595], [2.089333, 3.078785, -0.257918], [3.490310, 2.492600, -1.064755], [2.979612, 2.628166, -0.268532], [-3.779246, -0.106875, 0.964908], [-4.449490, -1.473337, 1.048533], [-4.103215, -0.769449, 1.603940], [-2.830697, 0.944859, -0.984198], [-4.044109, 1.920830, -0.581216], [-3.752744, 1.013420, -0.642564], [-0.133162, 1.512163, -3.493397], [1.068059, 1.549884, -2.628192], [0.593684, 2.102817, -3.272813], [0.514809, 3.209423, -1.272654], [-0.076040, 3.187502, 0.179678], [0.553557, 3.657673, -0.419609], [-1.892269, 0.447686, 4.001768], [-2.726812, 0.405852, 2.803060], [-2.157096, 1.033054, 3.285143], [2.280903, 1.678215, 2.704076], [3.257099, 1.418817, 1.490483], [3.190358, 1.728583, 2.400243], [-0.813364, -4.345182, -0.290020], [-0.010839, -3.312504, -1.110284], [0.052793, -4.157694, -0.652654]],
  "atomic_forces_ev_per_a": [[0.698, 1.066, 0.564], [-1.198, -0.391, 0.411], [3.095, -0.246, -3.830], [-1.091, 0.461, 0.940], [-0.663, -0.872, 1.335], [-0.383, -1.011, 1.084], [1.879, -0.083, -0.729], [-0.986, -0.148, -0.291], [0.254, 0.024, 0.588], [-0.402, 0.083, 0.047], [-0.136, -0.071, -0.109], [0.526, 0.004, -1.039], [0.384, 0.603, 0.074], [0.231, 0.568, -0.098], [-1.265, -0.176, 0.486], [0.039, 0.030, 0.305], [0.804, 0.297, -0.572], [0.296, 0.682, 1.035], [-1.498, -1.351, -0.250], [0.219, -0.465, -0.114], [-0.604, 1.090, 0.780], [0.559, -0.120, -0.108], [0.543, 0.047, -0.871], [-0.746, 0.499, -0.455], [0.442, -0.683, 1.224], [-0.497, 0.227, -0.151], [-0.073, -0.106, 0.026], [0.400, 0.215, 0.068], [-0.480, 0.561, 0.111], [0.572, 0.312, 0.008], [-0.045, -1.137, -0.168], [-0.278, 0.165, 0.049], [0.001, 0.008, 0.031], [0.418, -0.162, 0.042], [-0.590, -0.096, -0.208], [-0.156, 0.281, -0.590], [0.365, -0.026, 0.473], [0.382, 0.298, 0.252], [-0.049, 0.375, -0.177], [-0.439, -0.790, -0.093], [-0.068, -0.209, -0.431], [-0.477, 0.404, -0.083], [0.524, -0.083, 0.725], [-0.243, 0.244, -0.059], [-0.495, 0.462, 0.019], [0.231, -0.781, -0.248]],
  "lowdin_charge": [-0.20, 0.04, -0.65, -0.07, -0.06, -0.23, -0.60, 0.73, 0.11, 0.09, 0.09, 0.08, 0.10, 0.06, 0.04, -0.14, -0.03, 0.02, -0.08, 0.02, 0.02, -0.11, 0.00, 0.04, -0.10, 0.00, 0.04, -0.07, 0.02, 0.05, -0.07, 0.04, 0.01, -0.07, 0.02, 0.03, -0.06, 0.04, 0.01, -0.06, 0.03, -0.02, -0.08, 0.04, 0.00, -0.07]
}

***

# 2
{
  "formula": "C39H41GeInN7O4",
  "method": "ωB97M-V/def2-TZVPD",
  "spin_multiplicity": 2,
  "de_lowest_ev": 1.882,
  "max_force_ev_per_a": 2.5,
  "gap_ev": [7.180, 3.293],
  "e_tot_ha": -4461.66681,
  "total_charge": 2,
  "symbols": ["In", "N", "C", "C", "C", "C", "C", "C", "C", "C", "N", "C", "H", "H", "H", "H", "H", "H", "H", "H", "C", "C", "N", "C", "C", "N", "C", "O", "O", "C", "O", "O", "H", "H", "H", "H", "H", "C", "Ge", "C", "C", "C", "C", "C", "C", "C", "C", "C", "C", "C", "C", "C", "C", "C", "C", "H", "H", "H", "H", "H", "H", "H", "H", "H", "H", "H", "H", "H", "H", "H", "C", "C", "N", "C", "N", "C", "C", "C", "N", "C", "H", "H", "H", "H", "H", "H", "H", "H", "H", "H", "H", "H", "H"],
  "xyz": [[0.633252, 0.122249, 0.134923], [-0.616995, -0.513544, -1.898298], [-0.266668, -0.360551, -3.268656], [-0.938079, -1.008775, -4.276723], [-0.616420, -0.780037, -5.621769], [0.370271, 0.105552, -5.961702], [1.126800, 0.740214, -4.956167], [2.200238, 1.612695, -5.227531], [2.947901, 2.105844, -4.191075], [2.616232, 1.726810, -2.884160], [1.579820, 0.983791, -2.582776], [0.821260, 0.492093, -3.588525], [-0.943296, -1.457409, -1.690219], [-1.409693, 0.087248, -1.664753], [-1.733061, -1.700530, -4.038037], [-1.173747, -1.295416, -6.386559], [0.584746, 0.321441, -6.996635], [2.430067, 1.857348, -6.252257], [3.788899, 2.752129, -4.368720], [3.234729, 2.036816, -2.053585], [1.678875, 1.060925, 4.645669], [0.512419, 0.286217, 4.164949], [0.170468, 0.032137, 2.911556], [-0.980094, -0.704768, 2.957121], [-1.334752, -0.906623, 4.276629], [-0.374808, -0.267866, 5.009451], [-2.441447, -1.587075, 5.030667], [-3.355413, -2.210571, 4.358147], [-2.391846, -1.495295, 6.233588], [-1.711396, -1.172537, 1.747345], [-2.679942, -1.911531, 1.879967], [-1.294089, -0.763638, 0.616932], [2.046258, 1.725004, 3.868822], [2.482415, 0.392600, 4.952139], [1.396303, 1.654833, 5.512666], [-0.393918, -0.255759, 6.023214], [-3.228959, -2.188418, 3.354342], [3.451315, 1.600375, 1.511033], [1.760437, 2.563254, 0.990983], [2.052658, 3.812957, -0.520025], [1.003009, 4.328783, -1.269804], [1.245153, 5.293009, -2.231962], [2.536868, 5.746459, -2.449256], [3.586285, 5.239076, -1.700695], [3.349600, 4.265605, -0.747054], [0.618607, 3.402187, 2.421882], [-0.694020, 3.049294, 2.625677], [-1.449259, 3.656721, 3.640047], [-0.893588, 4.638988, 4.422682], [0.440232, 5.051865, 4.224600], [1.036862, 6.063731, 5.008939], [2.335541, 6.451062, 4.792473], [3.093626, 5.845935, 3.783397], [2.541012, 4.858508, 3.010765], [1.212986, 4.426984, 3.204112], [4.111638, 2.197672, 2.136880], [3.983965, 1.317858, 0.604027], [3.179713, 0.693567, 2.048898], [-0.005704, 3.973419, -1.095272], [0.426143, 5.704825, -2.801416], [2.722093, 6.502595, -3.197728], [4.590631, 5.606067, -1.857393], [4.175890, 3.860631, -0.172945], [-1.157325, 2.285407, 2.008754], [-2.470956, 3.347431, 3.806968], [-1.475868, 5.117338, 5.195161], [0.452417, 6.529673, 5.788834], [2.778325, 7.225266, 5.396863], [4.111358, 6.163902, 3.616020], [3.123265, 4.411809, 2.212335], [4.535944, -3.096650, -2.562432], [4.035682, -1.662116, -2.623683], [3.036818, -1.458895, -1.597459], [2.856584, -2.240702, -0.516992], [1.796918, -1.971171, 0.225724], [1.556693, -2.747253, 1.418126], [2.122103, -4.159206, 1.296876], [3.590925, -4.073102, 0.906340], [3.737381, -3.222116, -0.259410], [4.889891, -3.423847, -1.118213], [5.407938, -3.219553, -3.199769], [3.755948, -3.778584, -2.903413], [3.588288, -1.448424, -3.597135], [4.866842, -0.960933, -2.472981], [2.297729, -0.791558, -1.771292], [0.475100, -2.781795, 1.574502], [2.003473, -2.241544, 2.285697], [1.570156, -4.709166, 0.531465], [2.015491, -4.691479, 2.240892], [3.970866, -5.067157, 0.658148], [4.193062, -3.679064, 1.734682], [5.202700, -4.466082, -1.033066], [5.721326, -2.793679, -0.778913]],
  "atomic_forces_ev_per_a": [[-0.578, -2.447, -0.079], [-0.189, 0.104, 1.114], [0.196, 0.011, -0.792], [0.137, 0.110, 0.471], [0.221, 0.213, -0.233], [-0.212, -0.157, 0.060], [-0.115, 0.003, 0.469], [0.078, 0.004, 0.256], [-0.146, -0.106, -0.316], [0.096, 0.019, 0.120], [0.051, 0.092, 0.596], [-0.209, -0.267, -0.400], [0.076, 0.124, 0.054], [-0.043, -0.162, -0.117], [-0.122, -0.016, 0.074], [-0.064, -0.036, -0.107], [0.058, -0.011, -0.125], [0.077, 0.055, -0.147], [0.157, 0.112, 0.012], [0.062, 0.108, -0.020], [0.122, -0.019, 0.022], [0.174, 0.148, 0.017], [0.475, 0.157, -0.666], [-0.527, -0.331, 0.543], [-0.025, -0.026, -0.555], [-0.228, -0.169, -0.378], [0.608, 0.403, 0.229], [-0.592, -0.405, -0.491], [-0.160, -0.113, -0.037], [-0.432, -0.306, 1.581], [0.072, 0.092, -0.351], [1.275, 0.848, -1.427], [-0.020, 0.004, 0.086], [0.096, -0.040, 0.012], [0.028, 0.104, 0.006], [-0.011, 0.029, -0.055], [0.278, 0.185, 0.633], [-0.747, -0.092, -0.397], [0.564, 1.416, 0.480], [-0.155, -0.830, 0.822], [-0.297, -0.053, 0.041], [-0.186, -0.025, -0.002], [-0.044, 0.047, -0.034], [0.266, 0.014, 0.051], [0.226, -0.149, 0.056], [-0.009, -0.709, -0.720], [0.254, -0.230, -0.279], [-0.052, 0.323, 0.338], [-0.169, -0.331, -0.255], [0.211, -0.141, -0.241], [0.316, 0.088, -0.041], [-0.462, -0.013, 0.238], [-0.001, -0.285, -0.327], [0.189, 0.109, 0.030], [0.076, 0.203, 0.044], [-0.160, 0.223, 0.070], [0.016, 0.006, -0.073], [0.057, -0.023, 0.074], [-0.071, 0.095, -0.032], [-0.077, 0.007, -0.067], [0.024, 0.054, -0.041], [0.050, 0.016, -0.005], [0.069, 0.048, -0.021], [-0.017, 0.021, 0.117], [-0.059, 0.005, -0.046], [-0.085, 0.025, 0.106], [-0.058, 0.039, 0.058], [0.031, 0.105, 0.098], [0.082, 0.019, -0.039], [0.158, 0.053, 0.020], [-0.031, 0.155, 0.192], [0.405, -0.010, -0.260], [-0.122, 0.045, 0.047], [0.335, 0.055, -0.234], [-0.841, 1.681, -0.125], [-0.193, -0.214, 0.674], [0.064, 0.235, -0.118], [-0.256, -0.222, 0.486], [-0.464, 0.243, -0.181], [0.363, 0.026, -0.421], [0.022, -0.016, -0.029], [0.002, -0.027, -0.051], [0.007, 0.015, 0.063], [-0.049, -0.113, -0.092], [0.222, -0.076, -0.158], [0.123, -0.094, 0.116], [-0.094, -0.114, 0.021], [0.017, -0.016, 0.020], [-0.026, 0.022, -0.009], [0.017, 0.146, -0.007], [-0.041, -0.077, -0.057], [-0.054, 0.102, 0.057], [-0.010, -0.096, -0.017]],
  "mulliken_spin": [0.24, 0.03, 0.00, 0.00, 0.00, 0.00, 0.00, 0.00, 0.01, -0.01, 0.07, 0.01, 0.00, 0.00, 0.00, 0.00, 0.00, 0.00, 0.00, 0.01, 0.00, 0.01, 0.08, 0.01, 0.01, 0.00, 0.00, 0.00, 0.00, 0.01, 0.00, 0.05, 0.01, 0.00, 0.00, 0.00, 0.00, 0.07, 0.20, 0.03, 0.02, -0.01, 0.04, -0.01, 0.03, -0.04, -0.02, 0.00, 0.01, 0.00, 0.01, 0.00, 0.00, 0.01, 0.01, 0.01, 0.01, -0.01, 0.00, 0.00, 0.00, 0.00, 0.00, 0.01, 0.00, 0.00, 0.00, 0.00, 0.00, 0.01, 0.00, 0.00, 0.01, 0.01, 0.06, -0.01, 0.01, 0.00, 0.01, 0.00, 0.00, 0.00, 0.00, 0.00, -0.02, 0.00, 0.00, 0.00, 0.00, 0.00, 0.00, 0.00, 0.00]
}